1.
DFT (ωB97M-V with the def2-TZVPD basis set) results for an isolated molecule of C33H31NO7 in a non-equilibrium geometry.

Element x y z (Å)
C (-3.293, -2.518, -1.664)
C (-3.101, -1.052, -2.035)
C (-1.951, -0.390, -1.276)
C (-2.280, -0.140, 0.204)
C (-1.070, 0.415, 0.892)
C (-0.219, -0.393, 1.565)
C (1.061, 0.037, 2.043)
C (1.924, -0.733, 2.796)
C (1.611, -2.015, 3.377)
C (2.460, -2.948, 3.923)
C (1.651, -4.022, 4.352)
C (0.372, -3.678, 4.041)
O (0.332, -2.469, 3.449)
C (3.265, -0.209, 3.060)
O (3.949, -0.430, 4.029)
C (3.737, 0.753, 1.939)
C (5.186, 1.167, 2.101)
O (3.474, 0.148, 0.655)
C (3.665, -1.173, 0.516)
O (4.280, -1.854, 1.298)
C (2.979, -1.692, -0.688)
C (3.085, -3.052, -0.987)
C (2.389, -3.587, -2.044)
C (1.564, -2.777, -2.833)
O (0.907, -3.404, -3.838)
C (0.056, -2.651, -4.671)
C (1.464, -1.417, -2.541)
C (2.165, -0.886, -1.475)
C (2.743, 1.916, 1.940)
O (3.035, 3.077, 2.090)
C (1.393, 1.401, 1.675)
C (0.475, 2.193, 1.068)
N (-0.754, 1.749, 0.696)
C (-1.639, 2.661, 0.067)
C (-1.264, 3.287, -1.119)
C (-2.113, 4.187, -1.723)
C (-3.355, 4.486, -1.156)
O (-4.114, 5.379, -1.836)
C (-5.368, 5.746, -1.310)
C (-3.719, 3.871, 0.038)
C (-2.862, 2.969, 0.645)
H (-4.067, -2.965, -2.283)
H (-3.592, -2.624, -0.624)
H (-2.370, -3.074, -1.814)
H (-4.024, -0.501, -1.847)
H (-2.894, -0.984, -3.107)
H (-1.061, -1.021, -1.336)
H (-1.719, 0.568, -1.749)
H (-3.132, 0.537, 0.269)
H (-2.549, -1.081, 0.682)
H (-0.484, -1.429, 1.693)
H (3.523, -2.867, 3.993)
H (1.976, -4.925, 4.826)
H (-0.565, -4.182, 4.181)
H (5.465, 1.857, 1.308)
H (5.820, 0.284, 2.067)
H (5.306, 1.654, 3.064)
H (3.716, -3.669, -0.366)
H (2.455, -4.635, -2.287)
H (-0.762, -2.197, -4.103)
H (0.605, -1.871, -5.207)
H (-0.354, -3.359, -5.389)
H (0.844, -0.767, -3.139)
H (2.077, 0.165, -1.246)
H (0.705, 3.223, 0.840)
H (-0.307, 3.060, -1.563)
H (-1.839, 4.678, -2.643)
H (-5.269, 6.216, -0.327)
H (-5.781, 6.466, -2.013)
H (-6.040, 4.885, -1.238)
H (-4.662, 4.092, 0.513)
H (-3.140, 2.515, 1.584)

relative energy (zero: lowest compared OMol25 entry of this formula, charge and spin)	3.4	kJ/mol
SMILES string	CCCCC1=CC2=C(c3ccco3)C(=O)[C@@](C)(OC(=O)c3ccc(OC)cc3)C(=O)C2=CN1c1ccc(OC)cc1
HOMO energy	-6.7	eV
E	-50545.87921	eV



2.
DFT (ωB97M-V with the def2-TZVPD basis set) results for a structure of composition C10H19AlBFINOS in a non-equilibrium geometry.

Element x y z (Å)
C (3.646, 0.848, 0.802)
C (2.721, -0.049, 1.611)
C (2.215, -1.262, 0.842)
C (1.547, -0.873, -0.449)
O (0.449, 0.014, -0.176)
B (-0.610, 0.195, -0.963)
C (-1.580, 1.529, -0.453)
C (-0.928, 2.122, 0.738)
F (0.263, 2.713, 0.411)
C (-1.871, -1.039, -0.535)
C (-2.277, -1.163, 0.885)
C (-3.754, -1.544, 1.027)
I (-5.096, -0.127, 0.179)
N (-0.331, 0.140, -2.474)
C (0.344, 0.934, -3.062)
S (1.241, 1.967, -3.831)
H (4.267, 1.434, 1.467)
H (3.089, 1.574, 0.216)
H (4.297, 0.286, 0.140)
H (3.268, -0.421, 2.470)
H (1.890, 0.526, 2.006)
H (1.500, -1.806, 1.452)
H (3.049, -1.905, 0.583)
H (2.274, -0.332, -1.052)
H (1.223, -1.725, -1.043)
H (-1.651, 2.221, -1.290)
H (-2.591, 1.245, -0.189)
H (-1.628, 2.880, 1.106)
H (-0.759, 1.419, 1.554)
H (-1.361, -1.927, -0.910)
H (-2.684, -0.793, -1.209)
H (-1.696, -1.961, 1.342)
H (-2.089, -0.277, 1.486)
H (-4.008, -1.600, 2.074)
H (-3.957, -2.490, 0.550)
Al (1.815, -0.503, -5.212)

total charge	+2
HOMO energy	-15.1	eV
E	-43124.00707	eV



3.
DFT (ωB97M-V with the def2-TZVPD basis set) results for an isolated molecule of C4H9NO2 in a non-equilibrium geometry.

Element x y z (Å)
C (-0.187, 1.208, -1.960)
C (-0.326, 0.088, -0.950)
O (0.694, -0.860, -1.212)
C (-0.191, 0.632, 0.474)
N (-0.292, -0.432, 1.408)
C (0.653, -1.023, 2.012)
O (0.170, -1.981, 2.806)
H (-0.959, 1.968, -1.802)
H (-0.274, 0.821, -2.979)
H (0.795, 1.681, -1.850)
H (-1.313, -0.393, -1.046)
H (0.520, -1.627, -0.650)
H (0.757, 1.173, 0.574)
H (-1.022, 1.318, 0.684)
H (1.736, -0.863, 1.986)
H (-0.761, -1.710, 2.504)

relative energy (zero: lowest compared OMol25 entry of this formula, charge and spin)	180.9	kJ/mol
SMILES string	C[C@@H](O)C/N=C/O
HOMO energy	-9.8	eV
E	-9878.18614	eV



4.
DFT (ωB97M-V with the def2-TZVPD basis set) results for an isolated molecule of CH6BN in a non-equilibrium geometry.

Element x y z (Å)
B (-0.851, -1.047, 0.472)
N (-0.293, 0.233, 0.425)
C (0.765, 0.600, -0.491)
H (-1.500, -1.254, 1.472)
H (-0.529, -1.614, -0.494)
H (-0.586, 1.063, 0.967)
H (0.508, 1.482, -1.112)
H (1.716, 0.882, -0.009)
H (0.771, -0.344, -1.230)

relative energy (zero: lowest compared OMol25 entry of this formula, charge and spin)	133.1	kJ/mol
SMILES string	BNC
HOMO energy	-10.0	eV
E	-3300.56945	eV



5.
DFT (ωB97M-V with the def2-TZVPD basis set) results for an isolated molecule of C5H6O in a non-equilibrium geometry.

Element x y z (Å)
C (-0.216, 1.139, 0.204)
C (0.949, 1.101, -0.214)
C (1.152, -0.376, 0.688)
C (-1.664, 1.230, 0.212)
C (0.957, -1.499, -0.277)
O (2.089, 0.628, 0.075)
H (-2.009, 0.365, 1.016)
H (-2.059, 0.997, -0.826)
H (-2.002, 2.155, 0.602)
H (-0.098, -1.988, -0.188)
H (1.541, -2.291, 0.031)
H (1.359, -1.461, -1.325)

relative energy (zero: lowest compared OMol25 entry of this formula, charge and spin)	647.0	kJ/mol
HOMO energy	-8.7	eV
E	-7322.57900	eV



6.
DFT (ωB97M-V with the def2-TZVPD basis set) results for a cluster of 2 separate species, C2H3BrO2 in total in a non-equilibrium geometry.

Element x y z (Å)
C (-2.230, 0.781, -0.317)
C (-0.008, -0.109, 0.144)
O (-2.536, 1.476, -1.400)
O (-2.469, 2.107, -0.152)
Br (-3.456, -0.614, 0.326)
H (-0.487, -0.535, 0.977)
H (0.617, 0.743, 0.351)
H (0.275, -0.830, -0.548)

relative energy (zero: lowest compared OMol25 entry of this formula, charge and spin)	707.2	kJ/mol
HOMO energy (spin up / spin down)	-9.4 / -9.4	eV
E	-76252.94835	eV